Record 1
10
Properties=species:S:1:pos:R:3:forces:R:3:lowdin_charge:R:1 method="wB97M-V/def2-TZVPD" relative_energy_kj_mol=275.06 total_charge=0
C 0.884 -1.040 0.828 0.2501 0.0334 0.0952 -0.02
C -0.389 -1.074 0.162 -1.1992 -0.6925 -0.4506 -0.15
N -0.724 1.089 -0.816 -0.5003 0.1285 -0.0710 0.01
N -1.436 -1.239 -0.341 0.9193 0.2907 0.5578 0.19
C -0.355 2.225 -0.951 0.0220 -0.4084 -0.1084 -0.53
O 0.087 3.315 -1.079 -0.1006 0.1050 0.0434 0.05
H -1.675 -0.186 -0.784 0.7996 0.5127 0.0309 0.12
H 1.658 -0.763 0.111 -0.0780 -0.0108 -0.0068 0.11
H 0.853 -0.299 1.626 -0.0470 -0.0297 -0.0458 0.11
H 1.098 -2.029 1.244 -0.0659 0.0711 -0.0447 0.10

=====

Record 2
27
Properties=species:S:1:pos:R:3:forces:R:3:lowdin_charge:R:1 method="wB97M-V/def2-TZVPD" relative_energy_kj_mol=30.85 total_charge=0
C -2.725 2.494 -1.991 0.1270 0.3063 0.3833 -0.04
C -1.839 1.807 -0.996 0.0247 -0.3043 0.0219 -0.23
C -1.781 2.038 0.344 -0.2434 0.4505 -0.3567 -0.07
N -0.897 1.181 0.945 0.5002 0.0146 0.1072 0.07
C -0.321 0.382 -0.020 -0.9422 -0.5495 0.5038 -0.20
C 0.431 -0.789 0.133 -0.1550 0.1186 -0.3342 -0.02
C 0.708 -1.497 -1.016 0.2639 0.0669 0.1650 -0.10
C 0.300 -1.036 -2.278 -0.3211 -0.2104 -0.4320 -0.10
C -0.549 0.041 -2.407 0.1106 0.2316 0.4368 -0.03
C -0.924 0.727 -1.240 0.3904 0.2659 -0.4881 -0.15
H -3.739 2.563 -1.597 -0.0647 -0.0448 -0.1393 0.08
H -2.753 1.984 -2.949 0.0005 -0.1129 -0.0245 0.07
H -2.383 3.515 -2.162 0.0043 0.0385 -0.1544 0.08
H -2.293 2.827 0.873 0.0011 -0.1720 0.2938 0.12
H -0.679 1.154 1.923 -0.0143 0.0347 0.0113 0.15
H 0.704 -1.169 1.105 0.1197 0.0965 0.0515 0.08
H 1.240 -2.435 -0.941 0.1420 0.0202 -0.0415 0.10
H 0.592 -1.589 -3.165 -0.0020 0.0115 0.0986 0.10
H -0.922 0.394 -3.359 0.0357 -0.2244 -0.1330 0.10
C 3.443 -1.760 3.662 0.4079 -0.0987 -0.2311 -0.17
C 2.583 -2.832 3.006 -0.5225 0.1503 -0.3664 -0.17
H 2.851 -0.941 4.064 -0.1030 0.0232 0.0207 0.06
H 4.060 -2.139 4.477 -0.0235 -0.1248 -0.0321 0.06
H 4.126 -1.349 2.914 -0.0705 0.1470 0.1467 0.06
H 2.154 -3.553 3.698 0.0784 -0.0096 0.1118 0.06
H 3.086 -3.371 2.205 0.3608 -0.1622 0.2291 0.06
H 1.745 -2.366 2.484 -0.1048 0.0373 0.1517 0.03

=====

Record 3
53
Properties=species:S:1:pos:R:3:forces:R:3:lowdin_charge:R:1 method="wB97M-V/def2-TZVPD" relative_energy_kj_mol=19.77 total_charge=0
C 6.260 3.310 -0.434 -0.1323 0.2848 -0.2052 -0.05
O 5.996 2.021 0.101 0.2005 -0.2167 0.1869 -0.04
C 4.778 1.515 -0.142 0.0586 -0.1565 0.0662 -0.51
O 3.932 2.102 -0.763 -0.0537 0.0692 -0.0520 0.12
C 4.640 0.133 0.448 -0.3258 0.1028 -0.0255 -0.09
C 3.187 -0.177 0.804 0.1144 -0.1225 0.0534 -0.20
C 2.998 -1.585 1.368 0.0945 0.0196 -0.1606 -0.21
C 3.287 -2.719 0.383 -0.0676 0.1345 -0.0311 -0.21
C 2.380 -2.768 -0.849 0.0344 -0.2551 0.1804 -0.21
C 0.904 -3.050 -0.533 0.1106 0.3248 -0.1813 -0.21
C 0.029 -1.798 -0.516 -0.2086 -0.4713 0.1076 -0.22
C -1.426 -2.128 -0.189 0.1243 0.4574 -0.0765 -0.22
C -2.310 -0.885 -0.195 -0.3107 -0.3110 0.1069 -0.20
C -3.766 -1.233 0.155 0.2780 0.0721 -0.0634 -0.21
N -4.713 -0.140 0.163 -0.0360 0.0447 -0.0015 -0.19
C -4.468 0.869 1.173 -0.2545 -0.0043 0.1906 -0.21
C -5.714 1.737 1.333 0.2662 0.1611 -0.0465 -0.19
C -6.059 2.399 0.003 -0.1923 -0.1951 0.0738 -0.21
C -6.214 1.321 -1.065 0.2516 0.1499 -0.1155 -0.19
C -4.947 0.470 -1.130 -0.3054 -0.0471 -0.0662 -0.21
H 6.162 3.297 -1.522 0.0262 0.0375 0.0825 0.10
H 5.556 4.040 -0.029 0.0801 -0.0293 -0.0472 0.10
H 7.277 3.559 -0.145 -0.0452 -0.0229 -0.0067 0.09
H 5.293 0.054 1.318 0.0322 -0.0542 -0.0454 0.13
H 4.999 -0.569 -0.308 0.1056 0.0017 0.0101 0.13
H 2.850 0.546 1.550 -0.0567 0.0470 -0.0662 0.12
H 2.574 -0.035 -0.085 -0.0573 0.0819 0.0287 0.10
H 1.974 -1.682 1.730 -0.0464 -0.0132 0.1142 0.10
H 3.658 -1.707 2.231 -0.0689 -0.0128 0.0958 0.11
H 4.324 -2.650 0.048 0.0723 -0.0783 0.0388 0.10
H 3.189 -3.666 0.920 0.0736 -0.0472 -0.0276 0.11
H 2.761 -3.562 -1.496 0.0287 0.0776 -0.0621 0.11
H 2.461 -1.835 -1.408 0.0257 0.0445 -0.1333 0.10
H 0.829 -3.558 0.431 -0.0382 -0.0980 0.0602 0.11
H 0.500 -3.731 -1.286 -0.0452 -0.0572 0.0474 0.11
H 0.404 -1.086 0.220 0.0562 0.1256 0.0039 0.10
H 0.075 -1.315 -1.495 0.0496 0.0906 -0.0185 0.12
H -1.808 -2.846 -0.919 -0.0211 -0.1016 0.0037 0.12
H -1.477 -2.602 0.795 -0.0196 -0.0981 0.0332 0.12
H -1.924 -0.164 0.529 0.0461 0.0898 -0.0229 0.11
H -2.274 -0.422 -1.183 0.0471 0.0926 -0.0255 0.11
H -4.134 -1.976 -0.560 0.0309 -0.0614 0.0562 0.12
H -3.791 -1.691 1.150 0.0143 -0.0793 -0.0445 0.12
H -4.240 0.366 2.116 0.0721 0.0238 -0.0114 0.12
H -3.612 1.518 0.912 0.0150 -0.0395 0.0500 0.12
H -6.544 1.104 1.649 -0.0200 -0.0252 0.0776 0.11
H -5.540 2.491 2.103 -0.0258 0.0028 0.0508 0.11
H -6.980 2.979 0.094 0.0355 0.0746 -0.0202 0.11
H -5.256 3.083 -0.283 0.0125 0.0781 -0.0159 0.11
H -7.056 0.677 -0.810 -0.0472 -0.0476 -0.0513 0.11
H -6.404 1.772 -2.041 -0.0432 -0.0116 -0.0348 0.11
H -5.070 -0.324 -1.870 0.0685 0.0218 -0.0246 0.12
H -4.103 1.110 -1.447 -0.0032 -0.0538 -0.0355 0.12

=====

Record 4
14
Properties=species:S:1:pos:R:3:forces:R:3:lowdin_charge:R:1 method="wB97M-V/def2-TZVPD" relative_energy_kj_mol=403.71 total_charge=0
C 0.813 2.486 -0.037 -0.0013 -1.8276 2.3880 -0.30
C 0.376 -2.896 1.264 2.7343 -0.2024 1.2354 -0.12
C -0.643 -2.464 0.548 -0.5540 0.2834 1.8553 -0.11
Si -0.672 1.558 -0.715 1.0495 2.6146 -3.9738 0.63
I 0.057 0.682 -3.805 -0.2258 0.0134 1.9478 -0.18
H 1.496 2.649 -0.807 0.9345 0.6037 -1.5347 -0.01
H 0.474 3.427 0.415 -0.0440 -0.1830 -0.2036 0.03
H 1.439 1.928 0.741 -1.1096 0.6096 -0.8283 0.05
H 0.921 -3.832 1.018 -0.5052 0.6512 -0.0523 0.05
H 0.919 -2.351 2.126 -1.4502 -0.6636 -1.3716 0.07
H -1.193 -1.614 1.045 0.2500 -0.7826 -1.5156 0.06
H -0.994 -3.161 -0.208 -0.4792 0.7571 -0.1536 0.05
H -1.343 2.475 -1.760 0.2755 -0.5856 1.2039 -0.11
H -1.650 1.114 0.177 -0.8746 -1.2881 1.0032 -0.11

=====

Calculated HOMO energy (eV), listed in the same order as above: -9.052; -7.745; -8.150; -8.634